Computed, not measured: a structure of composition C28H26BGeN6Pd in a non-equilibrium geometry, with ωB97M-V with the def2-TZVPD basis set.

Atoms and positions in Å:
Pd 2.145 -0.543 -0.498
C 2.271 -0.553 3.874
C 1.939 -1.243 2.712
N 2.582 -0.701 1.683
N 3.298 0.337 2.129
C 3.138 0.441 3.457
B 4.191 1.204 1.201
N 3.272 2.122 0.352
C 3.141 3.455 0.428
C 2.204 3.858 -0.507
C 1.803 2.683 -1.135
N 2.469 1.658 -0.612
N 4.961 0.265 0.254
C 6.292 0.148 0.141
C 6.571 -0.802 -0.820
C 5.323 -1.234 -1.261
N 4.369 -0.580 -0.606
H 1.933 -0.757 4.868
H 1.306 -2.103 2.583
H 3.643 1.197 4.024
H 4.930 1.857 1.846
H 3.714 4.033 1.125
H 1.864 4.852 -0.713
H 1.109 2.540 -1.944
H 6.959 0.736 0.737
H 7.530 -1.133 -1.155
H 5.083 -1.971 -2.007
C 0.046 -0.367 -0.104
Ge -1.792 -0.569 -0.603
C -2.420 -1.520 -2.233
C -1.995 -1.066 -3.473
C -2.378 -1.745 -4.619
C -3.205 -2.852 -4.523
C -3.645 -3.291 -3.286
C -3.260 -2.618 -2.139
C -2.458 1.319 -0.668
C -3.279 1.798 -1.677
C -3.708 3.114 -1.649
C -3.297 3.957 -0.629
C -2.490 3.476 0.390
C -2.065 2.162 0.364
C -2.499 -1.567 1.007
C -2.053 -2.848 1.268
C -2.436 -3.485 2.437
C -3.251 -2.822 3.338
C -3.701 -1.543 3.070
C -3.320 -0.903 1.900
H 0.080 0.218 0.832
H -1.349 -0.197 -3.544
H -2.021 -1.410 -5.582
H -3.507 -3.373 -5.419
H -4.281 -4.159 -3.211
H -3.609 -2.956 -1.172
H -3.591 1.144 -2.481
H -4.354 3.486 -2.430
H -3.594 4.993 -0.633
H -2.180 4.124 1.198
H -1.435 1.790 1.163
H -1.397 -3.347 0.564
H -2.078 -4.481 2.651
H -3.520 -3.301 4.266
H -4.335 -1.025 3.776
H -3.666 0.101 1.693

Largest force on an atom   3.68 eV Å⁻¹
E_LUMO (alpha / beta)   -5.419 / -5.410 eV
Multiplicity   1
Total charge   +1
E_HOMO (alpha / beta)   -0.4372 / -0.4373 hartree



Computed, not measured: a structure of composition C28H26BN9Pt in a non-equilibrium geometry, with ωB97M-V with the def2-TZVPD basis set.

Atoms and positions in Å:
Pt -0.198 -0.260 0.025
C 4.087 -0.552 -0.221
C 2.838 -1.146 -0.393
N 1.925 -0.460 0.280
N 2.540 0.556 0.893
C 3.846 0.530 0.601
B 1.824 1.553 1.812
N 0.884 0.756 2.740
C 0.862 0.809 4.078
C -0.112 -0.057 4.534
C -0.652 -0.614 3.375
N -0.036 -0.108 2.315
N 0.996 2.483 0.919
C 0.829 3.812 1.002
C -0.025 4.202 -0.010
C -0.337 3.018 -0.677
N 0.291 2.001 -0.106
H 5.022 -0.864 -0.637
H 2.578 -2.038 -0.929
H 4.516 1.275 0.983
H 2.603 2.169 2.458
H 1.529 1.458 4.605
H -0.385 -0.256 5.549
H -1.437 -1.339 3.265
H 1.307 4.393 1.764
H -0.371 5.190 -0.232
H -0.979 2.874 -1.526
N -7.191 -0.472 -1.031
C -8.484 -0.322 -0.613
C -9.702 -0.639 -1.189
C -10.840 -0.308 -0.477
C -10.762 0.314 0.771
C -9.553 0.627 1.355
C -8.391 0.302 0.659
N -7.083 0.498 0.983
C -6.382 0.044 -0.036
C -4.960 0.108 -0.130
C -4.246 -0.138 -1.324
C -2.890 0.025 -1.355
N -2.160 0.422 -0.287
C -2.844 0.687 0.855
C -4.193 0.525 0.980
H -6.893 -0.909 -1.886
H -9.761 -1.129 -2.152
H -11.811 -0.541 -0.890
H -11.679 0.555 1.288
H -9.498 1.104 2.320
H -4.759 -0.412 -2.233
H -2.343 -0.134 -2.278
H -2.265 1.082 1.682
H -4.693 0.741 1.910
C -0.796 -2.217 -0.624
C -0.169 -3.470 -0.236
C 0.866 -4.054 -0.984
C 1.394 -5.282 -0.641
C 0.903 -5.975 0.456
C -0.130 -5.424 1.204
C -0.659 -4.198 0.861
H -1.862 -2.244 -0.382
H -0.628 -1.990 -1.691
H 1.230 -3.554 -1.873
H 2.182 -5.713 -1.243
H 1.299 -6.949 0.709
H -0.535 -5.968 2.045
H -1.479 -3.786 1.432

Largest force on an atom   2.47 eV Å⁻¹
E_LUMO (alpha / beta)   -0.963 / -0.963 eV
Multiplicity   1
E_HOMO (alpha / beta)   -0.2393 / -0.2392 hartree



Computed, not measured: a structure of composition C28H26BrFIIrN4O4S in a non-equilibrium geometry, with ωB97M-V with the def2-TZVPD basis set.

Atoms and positions in Å:
Ir 0.557 -0.171 -0.177
O 1.593 -1.551 0.911
N 1.342 -2.820 0.553
C 1.364 -3.771 1.503
C 1.170 -5.082 1.159
C 0.977 -5.411 -0.187
C 0.955 -4.410 -1.133
C 1.117 -3.083 -0.733
S 1.073 -1.717 -1.790
H 1.545 -3.415 2.506
H 1.170 -5.836 1.932
H 0.843 -6.441 -0.485
H 0.811 -4.617 -2.184
F -2.951 -5.950 0.612
C -3.501 -4.720 0.544
C -2.657 -3.651 0.487
C -3.160 -2.352 0.370
C -2.251 -1.221 0.234
O -1.007 -1.447 0.300
C -2.858 0.033 0.050
C -4.225 0.141 0.099
N -5.062 -0.884 0.282
C -6.487 -0.635 0.424
C -7.118 -0.903 1.759
C -6.929 0.504 1.284
C -4.547 -2.173 0.359
C -5.394 -3.283 0.432
C -4.903 -4.575 0.509
N -5.813 -5.655 0.593
C -6.903 -5.723 -0.372
C -8.169 -6.231 0.334
N -7.760 -7.021 1.545
C -6.581 -7.888 1.226
C -5.357 -6.987 0.997
C -2.099 1.300 -0.184
O -2.658 2.364 -0.105
O -0.836 1.160 -0.513
H -1.588 -3.811 0.512
H -4.663 1.125 -0.003
H -7.052 -0.850 -0.475
H -6.469 -1.249 2.554
H -8.117 -1.317 1.778
H -6.173 1.100 1.776
H -7.797 1.064 0.967
H -6.462 -3.120 0.430
H -6.638 -6.387 -1.204
H -7.100 -4.744 -0.795
H -8.750 -6.878 -0.319
H -8.804 -5.414 0.671
H -8.544 -7.579 1.883
H -7.486 -6.372 2.284
H -6.835 -8.468 0.342
H -6.402 -8.572 2.052
H -4.714 -7.466 0.256
H -4.794 -6.886 1.922
Br 3.129 0.711 -3.390
C 4.383 0.321 -2.040
C 5.558 -0.324 -2.396
C 6.520 -0.600 -1.436
C 6.315 -0.245 -0.112
C 5.142 0.395 0.257
C 4.187 0.672 -0.708
I 2.457 1.665 -0.088
H 5.716 -0.600 -3.429
H 7.438 -1.089 -1.733
H 7.063 -0.462 0.638
H 4.974 0.678 1.287

Largest force on an atom   2.41 eV Å⁻¹
E_LUMO   -5.428 eV
Multiplicity   1
Total charge   +2
E_HOMO   -0.4523 hartree